No. 1
66
Properties=species:S:1:pos:R:3:mulliken_charge:R:1 method="wB97M-V/def2-TZVPD" total_energy_ev=-66730.7082 orbital_gap_ev=5.21 fmax_ev_per_a=2.16 total_charge=+1
C -5.82137 -5.22197 2.14180 0.105
C -5.51614 -4.08505 1.94313 -0.233
C -5.13343 -2.69482 1.70240 -1.458
C -3.62199 -2.62361 1.76529 0.379
C -3.00661 -2.51150 2.98851 -0.164
C -1.61930 -2.49830 3.08228 0.004
O -1.02530 -2.42352 4.27823 -0.406
N -1.10138 -1.06535 4.98715 0.334
O -1.20653 -0.19143 4.27352 -0.125
C -0.85490 -2.60748 1.92064 0.861
Cl 0.83775 -2.65731 1.94860 -0.102
C -1.52917 -2.71564 0.72979 -0.012
F -0.87705 -2.81684 -0.37901 -0.296
N -2.87255 -2.72353 0.63033 0.205
P -3.55324 -2.93978 -1.03985 0.270
S -3.69614 -4.76328 -1.56155 -0.268
H -5.82871 -6.27212 2.30680 0.431
H -5.50689 -2.05400 2.49649 0.401
H -5.52376 -2.34408 0.75384 0.349
H -3.61783 -2.44737 3.87329 0.524
H -2.62434 -2.22687 -1.79861 0.030
H -4.75363 -2.23025 -1.14021 0.163
C 1.93741 0.35318 2.82465 -1.243
C 2.58472 1.71935 2.99779 -0.575
N 3.86643 1.65222 3.66642 0.099
C 4.36297 2.95133 4.09154 -0.701
C 4.70650 3.98402 3.01183 -0.967
C 4.84490 0.76305 3.06261 -0.693
C 5.24259 1.01272 1.60133 -0.955
H 1.86311 -0.15822 3.78725 0.312
H 0.93121 0.47179 2.41500 0.465
H 2.49613 -0.28138 2.13746 0.328
H 1.92306 2.33722 3.61096 0.444
H 2.64094 2.20755 2.01115 0.253
H 5.23926 2.79105 4.72394 0.367
H 3.60692 3.38631 4.75261 0.401
H 5.63805 3.74717 2.50037 0.227
H 4.83684 4.96376 3.47394 0.400
H 3.91684 4.07906 2.26568 0.269
H 4.46590 -0.25973 3.14121 0.330
H 5.73996 0.77360 3.68752 0.361
H 4.37678 1.20986 0.96670 0.228
H 5.74367 0.12854 1.20292 0.363
H 5.93556 1.84532 1.49929 0.292
C -0.54840 0.97069 -2.04433 -1.457
C -0.38630 0.33454 -3.41874 -0.434
N -1.50456 0.59030 -4.30338 0.149
C -1.48973 -0.23394 -5.50267 -0.619
C -0.34030 -0.04472 -6.49819 -1.011
C -1.84102 1.99281 -4.49967 -0.714
C -0.75391 2.92413 -5.05042 -0.966
H -1.49373 0.66595 -1.58536 0.228
H 0.26629 0.65138 -1.39143 0.462
H -0.52256 2.05903 -2.08315 0.352
H -0.31052 -0.74923 -3.28116 0.484
H 0.57646 0.66152 -3.83966 0.265
H -2.43985 -0.09430 -6.02407 0.388
H -1.48960 -1.28043 -5.17793 0.320
H -0.44777 0.87123 -7.07624 0.229
H -0.33457 -0.87207 -7.20947 0.411
H 0.63287 -0.03157 -6.00688 0.278
H -2.17953 2.39556 -3.54151 0.368
H -2.71987 2.04056 -5.14603 0.368
H 0.20917 2.76746 -4.56262 0.258
H -1.04089 3.96224 -4.87595 0.369
H -0.61548 2.80700 -6.12326 0.277

=====

No. 2
10
Properties=species:S:1:pos:R:3:mulliken_charge:R:1 method="wB97M-V/def2-TZVPD" total_energy_ev=-12945.9058 orbital_gap_ev="7.19 / 7.27" e_above_lowest_kcal_mol=65.2 fmax_ev_per_a=3.11 total_charge=0
C 0.25264 1.12608 0.65488 -0.493
C -1.54987 -0.72558 0.99273 -0.350
N -0.37135 -0.20064 0.68786 0.079
P 0.89043 -0.16019 -0.38291 -0.246
H -0.40141 1.85393 0.25797 0.296
H 0.88542 1.40982 1.58008 0.218
H 1.99121 -0.66398 -3.49805 0.216
H -1.82617 -1.76792 0.66858 0.228
H -2.03945 -0.20262 1.75734 0.290
H 2.16855 -0.66891 -2.71848 -0.237

=====

No. 3
5
Properties=species:S:1:pos:R:3:lowdin_spin:R:1 method="wB97M-V/def2-TZVPD" total_energy_ev=-16021.5797 orbital_gap_ev="5.51 / 6.26" spin_multiplicity=3 e_above_lowest_kcal_mol=22.9 fmax_ev_per_a=5.49 total_charge=0
Si -0.14947 -0.36311 -0.22933 0.467
I -0.37050 -2.66060 -1.07136 1.270
H 0.32194 0.56861 -1.44665 0.080
H -1.36671 -0.03362 0.62778 0.057
H 1.09835 -0.13314 0.86765 0.125

=====

No. 4
127
Properties=species:S:1:pos:R:3:mulliken_charge:R:1 method="wB97M-V/def2-TZVPD" total_energy_ev=-336176.2084 orbital_gap_ev=2.01 fmax_ev_per_a=4.49 total_charge=0
Zn 12.38099 -13.69016 27.23093 1.011
C 13.72246 -18.62557 31.01733 0.701
F 12.58793 -19.22235 30.84078 -0.202
F 14.17583 -19.13968 32.18096 -0.225
F 14.59193 -18.96242 30.01104 -0.211
S 13.65147 -16.64057 31.24816 0.957
O 12.21978 -16.35188 31.14569 -0.613
O 14.29932 -16.39721 32.57673 -0.522
N 14.55528 -16.00926 29.80375 -0.335
S 16.06984 -16.08255 30.28838 0.989
O 16.50772 -14.82845 30.92093 -0.556
O 16.47790 -17.27096 31.02493 -0.499
C 16.88749 -16.11133 28.53120 0.628
F 16.60976 -14.96953 27.87181 -0.210
F 18.18302 -16.18730 28.70753 -0.194
F 16.48381 -17.22276 27.82909 -0.204
C 14.72023 -14.95137 21.52741 0.708
F 14.74937 -14.66349 20.23526 -0.228
F 14.60286 -16.27635 21.58759 -0.198
F 15.88346 -14.59706 22.06494 -0.206
S 13.13614 -14.07468 22.21071 1.000
O 13.69833 -12.98962 23.03019 -0.667
O 12.29452 -13.61216 21.13257 -0.525
N 12.38279 -15.18290 23.38178 -0.335
S 11.56175 -16.08976 22.36880 1.026
O 10.17061 -15.64552 22.27392 -0.584
O 12.14183 -16.41022 21.06908 -0.538
C 11.52938 -17.78790 23.29865 0.612
F 12.66085 -18.38799 23.15035 -0.197
F 11.52339 -17.57861 24.61332 -0.237
F 10.43716 -18.46097 22.89503 -0.187
C 13.06449 -10.11797 28.95498 -0.751
O 11.86854 -10.80510 28.59248 -0.237
C 10.70997 -10.49091 29.36906 -0.527
C 9.40039 -11.04427 28.81681 -0.627
O 9.60915 -12.41032 28.40780 -0.283
C 8.42060 -13.15677 28.11724 -0.737
H 13.92010 -10.44419 28.36372 0.252
H 13.24009 -10.33706 30.00820 0.333
H 12.90811 -9.05573 28.76712 0.290
H 10.60017 -9.40783 29.42368 0.377
H 10.86859 -10.91026 30.36258 0.335
H 9.10213 -10.54275 27.89615 0.352
H 8.50266 -10.93110 29.42458 0.422
H 8.01592 -13.68351 28.98146 0.290
H 8.77281 -13.94878 27.45636 0.205
H 7.72853 -12.56561 27.51751 0.346
C 19.91081 -17.41514 14.28347 -0.696
O 20.97569 -16.75941 13.66817 -0.316
C 21.21080 -17.21511 12.34531 -0.493
C 22.10932 -16.19368 11.61717 -0.556
O 21.35129 -15.06015 11.24934 -0.308
C 22.03887 -14.06931 10.45300 -0.761
H 20.09284 -17.34736 15.35602 0.229
H 19.90840 -18.45757 13.96498 0.329
H 18.93722 -16.94567 14.14271 0.249
H 20.32143 -17.42821 11.75226 0.360
H 21.72893 -18.17307 12.38951 0.373
H 22.58283 -16.59326 10.72038 0.386
H 23.00546 -15.96340 12.19337 0.346
H 22.59537 -13.54468 11.22964 0.312
H 21.27100 -13.38720 10.08801 0.246
H 22.72047 -14.34858 9.64955 0.298
C 15.75468 -25.38332 18.81892 -0.628
O 14.50160 -25.64641 19.40041 -0.398
C 13.83491 -24.45527 19.69895 -0.540
C 13.23549 -23.86306 18.41737 -0.505
O 14.24323 -23.14734 17.72693 -0.315
C 13.86684 -22.77487 16.42838 -0.782
H 16.14157 -26.40217 18.79961 0.257
H 16.39646 -24.69781 19.37235 0.297
H 15.67961 -25.06956 17.77776 0.240
H 14.54862 -23.77299 20.16070 0.337
H 13.02505 -24.68369 20.39181 0.329
H 12.33581 -23.27224 18.58946 0.465
H 13.00896 -24.76483 17.84851 0.350
H 13.33102 -23.60384 15.96599 0.328
H 14.70181 -22.66742 15.73602 0.267
H 13.21679 -21.90006 16.41311 0.297
Cl 4.42841 -21.07775 29.03319 -0.190
C 4.13955 -22.60485 28.17409 -0.543
C 3.54133 -22.40441 26.80223 -0.335
Cl 2.92555 -23.98453 26.20214 -0.184
H 3.61687 -23.20985 28.91496 0.347
H 5.06192 -23.16728 28.02911 0.324
H 4.31728 -21.97246 26.17023 0.298
H 2.72261 -21.71941 27.02263 0.283
Cl 13.43853 -5.03840 20.18938 -0.193
C 14.96276 -5.09513 21.09194 -0.439
C 14.63516 -4.97501 22.57532 -0.414
Cl 16.24593 -5.04656 23.48192 -0.221
H 15.62859 -4.33488 20.68354 0.327
H 15.43761 -6.04243 20.83652 0.311
H 14.05468 -5.81091 22.96573 0.314
H 14.19254 -4.00279 22.79207 0.317
Cl 24.31772 -18.85174 21.56345 -0.170
C 23.75140 -17.70582 20.45307 -0.419
C 24.87176 -16.81273 19.91697 -0.371
Cl 25.59905 -17.57784 18.51009 -0.182
H 22.93664 -17.21795 20.98812 0.278
H 23.24444 -18.19928 19.62387 0.298
H 25.62711 -16.59311 20.67150 0.308
H 24.52009 -15.84932 19.54783 0.258
Cl 8.80717 -14.59567 15.06741 -0.173
C 8.30673 -16.27787 15.21735 -0.499
C 7.88813 -16.94216 13.87063 -0.350
Cl 9.42130 -17.30627 13.06019 -0.176
H 7.49629 -16.44035 15.92791 0.301
H 9.11615 -16.77183 15.75488 0.333
H 7.32306 -16.26854 13.22639 0.289
H 7.25048 -17.79569 14.10078 0.276
Cl 4.95265 -7.23428 20.27784 -0.167
C 6.13960 -7.69742 19.09397 -0.333
C 7.14118 -8.83765 19.61122 -0.545
Cl 7.82698 -8.60038 21.23723 -0.180
H 6.87142 -6.89886 18.97215 0.254
H 5.59258 -7.95167 18.18609 0.310
H 7.90459 -9.18586 18.91548 0.367
H 6.67501 -9.81420 19.74220 0.293
Cl 17.29284 -24.76522 25.87814 -0.212
C 15.84496 -25.58014 26.65778 -0.388
C 16.32043 -26.09941 27.95567 -0.436
Cl 17.04474 -24.95094 29.10164 -0.148
H 15.60768 -26.36331 25.93775 0.279
H 15.03971 -24.84970 26.73619 0.287
H 16.88728 -27.02922 27.90854 0.340
H 15.39219 -26.47745 28.38414 0.279

=====

No. 5
49
Properties=species:S:1:pos:R:3:mulliken_charge:R:1 method="wB97M-V/def2-TZVPD" total_energy_ev=-194784.6931 orbital_gap_ev=8.85 fmax_ev_per_a=9.98 total_charge=0
C -1.86185 3.67410 3.08314 -0.939
C -1.11550 2.18161 3.19624 -0.086
C -1.88798 1.21759 2.11095 -1.241
I -1.65407 2.13077 0.13714 0.119
C -1.50564 -0.37239 2.20010 0.134
P -2.88679 -1.52456 1.46141 1.474
N -2.87440 -1.59497 -0.15373 -0.807
O -4.47515 -0.94562 1.97416 -0.609
O -2.69438 -3.14128 2.09167 -0.554
O -1.72656 -0.63459 3.66243 -0.378
C -0.44386 -0.92907 4.38356 0.593
O -0.25834 -1.49755 5.58499 -0.526
O 0.65555 -0.50065 3.45553 -0.355
C 0.05057 -0.86909 2.14295 0.202
B 0.94409 -0.73141 0.77651 0.596
O 0.49144 -1.32276 -0.53212 -0.470
O 2.29446 -0.06773 0.71160 -0.515
H -1.13876 4.44193 2.57590 0.261
H -2.91624 3.59692 2.52964 0.283
H -2.11983 4.11333 4.15904 0.315
H 0.04526 2.24321 3.06314 0.271
H -1.29784 1.85044 4.32861 0.185
H -3.04886 1.29451 2.37952 0.619
H -2.09504 -0.98734 -0.48689 0.150
H -5.04360 -0.96894 1.12573 0.358
H -1.90016 -3.16561 2.72838 0.348
H -0.06729 -2.04946 2.27782 -0.010
H 0.06521 -0.57753 -1.06541 0.298
H 2.28890 0.73752 1.30733 0.288
Cl 3.07491 -2.76676 -3.29685 -0.133
C 3.50707 -1.18328 -2.62950 0.416
Cl 5.26017 -0.93620 -2.69898 -0.081
Cl 2.66170 0.10950 -3.49772 -0.116
H 3.19655 -1.15472 -1.58192 -0.091
Cl 7.48111 -1.04430 -6.79140 -0.122
C 7.74773 0.42253 -5.83386 -0.055
Cl 6.26402 1.38704 -5.74687 -0.028
Cl 8.31716 0.00899 -4.20768 -0.114
H 8.51858 1.02026 -6.32697 0.332
Cl -8.19924 -2.87221 1.48884 -0.133
C -6.88441 -3.52400 2.48177 0.160
Cl -7.49079 -4.78776 3.56549 -0.132
Cl -5.58439 -4.15494 1.45630 -0.111
H -6.47886 -2.71275 3.09172 0.220
Cl 4.49297 4.09954 -5.90702 -0.137
C 2.98157 3.20373 -6.13667 0.229
Cl 1.85760 3.52824 -4.80602 -0.124
Cl 2.24151 3.62047 -7.69179 -0.124
H 3.21172 2.13525 -6.14020 0.137

=====

No. 6
30
Properties=species:S:1:pos:R:3:mulliken_charge:R:1 method="wB97M-V/def2-TZVPD" total_energy_ev=-16658.5777 orbital_gap_ev=10.59 e_above_lowest_kcal_mol=1.4 fmax_ev_per_a=0.68 total_charge=+1
N 1.43787 1.60778 -0.19136 -0.140
C 0.60567 0.48112 -0.76531 0.587
C 1.33285 -0.09832 -1.95592 -1.675
C -0.73715 1.12250 -1.13885 0.177
N -1.57216 1.40284 -0.10781 -0.122
C -1.59912 0.70316 1.18091 -0.331
C -2.24890 -0.66074 1.10607 -1.074
O -0.93381 1.51906 -2.26922 -0.656
H 0.86321 2.14214 0.45948 0.363
H 2.23230 1.20091 0.33450 0.396
H 1.76785 2.22661 -0.93236 0.366
H 0.52122 -0.26741 0.01829 0.013
H 1.34507 0.58535 -2.79998 0.383
H 0.84034 -1.01158 -2.27498 0.372
H 2.37291 -0.32893 -1.72062 0.486
H -2.44886 1.81373 -0.39464 0.320
H -0.58774 0.62986 1.58413 0.129
H -2.13492 1.33593 1.88571 0.448
H -2.22681 -1.18548 2.06337 0.374
H -1.79672 -1.32926 0.37144 0.235
H -3.30005 -0.57740 0.82627 0.355
H 2.09357 -0.56992 2.07032 0.364
H 2.94530 0.57964 2.70880 0.317
O 2.32138 0.38113 1.99700 -0.664
H 1.56387 -2.84929 1.22069 0.298
H 1.47781 -2.75294 2.76526 0.290
O 1.43471 -2.22319 1.94713 -0.629
H -2.19115 -2.00206 -2.68038 0.284
H -1.76138 -0.57277 -2.96272 0.294
O -1.61715 -1.30245 -2.34523 -0.561